# C4H15NO3

4 unconnected molecules or ions with the total composition C4H15NO3 (ωB97M-V with the def2-TZVPD basis set, the Open Molecules 2025 dataset).

Calculated values
- SMILES: C=C(C)NC.O.O.O
- HOMO: -0.3022 Ha
- Energy relative to the best compared isomer or geometry (same formula, charge and spin): 1.499 eV
- HOMO-LUMO gap: 0.3243 Ha
- LUMO energy: 0.6 eV

Each line ends with the natural charge from an NBO analysis.
Positions of all 23 atoms, in Å:
C (0.323, 2.145, -0.591)  -0.556
C (0.063, 0.843, -0.435)  0.170
C (-1.273, 0.278, -0.693)  -0.678
N (1.044, -0.017, 0.055)  -0.634
C (0.925, -1.498, 0.148)  -0.441
H (-0.441, 2.908, -0.707)  0.208
H (1.277, 2.664, -0.580)  0.197
H (-1.965, 0.997, -1.125)  0.235
H (-1.834, -0.205, 0.086)  0.234
H (-1.207, -0.561, -1.383)  0.230
H (1.986, 0.327, -0.011)  0.393
H (0.925, -1.720, 1.217)  0.191
H (1.782, -1.816, -0.446)  0.212
H (0.091, -2.084, -0.234)  0.235
O (-1.021, 0.054, 2.749)  -0.945
H (-0.621, 0.137, 1.875)  0.481
H (-0.274, 0.203, 3.348)  0.480
O (-1.989, -2.254, 1.604)  -0.973
H (-1.335, -1.670, 2.017)  0.487
H (-2.870, -1.899, 1.736)  0.474
O (2.282, 0.747, -3.060)  -0.947
H (2.501, 1.667, -3.221)  0.469
H (1.631, 0.754, -2.351)  0.476

Forces on atoms 1 to 3 (eV/Å):
-0.2 1.5 -0.4
0.7 0.4 0.9
-1.1 -0.5 -0.8



# C4H15NO3

4 unconnected molecules or ions with the total composition C4H15NO3 (ωB97M-V with the def2-TZVPD basis set, the Open Molecules 2025 dataset).

Calculated values
- Spin multiplicity: 2
- Total charge: +1
- HOMO (spin up / spin down): -0.5335 / -0.5513 Ha
- Energy relative to the best compared isomer or geometry (same formula, charge and spin): 0.050 eV
- Expectation value of S²: 0.76
- HOMO-LUMO gap (spin up / spin down): 0.3984 / 0.2899 Ha
- LUMO energy (spin up / spin down): -3.7 / -7.1 eV

Each line ends with the Mulliken spin population.
Positions of all 23 atoms, in Å:
C (-1.954, -0.890, 0.084)  0.022
N (0.987, -0.031, 0.414)  0.291
C (0.176, 0.454, -0.544)  0.259
C (-1.106, -0.037, -0.748)  0.311
C (0.799, 1.356, -1.542)  0.023
H (-2.719, -0.309, 0.621)  0.052
H (-2.574, -1.553, -0.510)  0.024
H (-1.351, -1.516, 0.745)  -0.001
H (0.715, -0.858, 0.963)  -0.010
H (2.000, -0.093, 0.318)  -0.002
H (-1.532, 0.341, -1.685)  0.016
H (1.865, 1.228, -1.713)  0.001
H (0.812, 2.402, -1.223)  0.009
H (0.296, 1.396, -2.533)  0.001
H (0.686, -1.058, -2.557)  -0.006
H (2.173, -1.493, -2.349)  0.001
O (1.256, -1.817, -2.339)  0.004
H (-0.130, 2.560, 2.336)  0.000
H (0.502, 2.040, 1.146)  0.002
O (0.343, 2.897, 1.564)  0.002
H (-0.008, -1.149, 3.629)  0.000
H (-1.064, -2.106, 3.018)  0.000
O (-0.172, -1.766, 2.903)  0.000

Forces on atoms 1 to 3 (eV/Å):
0.3 -0.6 0.2
-0.4 -1.3 -0.1
2.4 -1.0 0.1



# C4H15NO4S

4 unconnected molecules or ions with the total composition C4H15NO4S (ωB97M-V with the def2-TZVPD basis set, the Open Molecules 2025 dataset).

Calculated values
- SMILES: CC(=O)NCCS.O.O.O
- HOMO: -0.3260 Ha
- Energy relative to the best compared isomer or geometry (same formula, charge and spin): 0.143 eV
- HOMO-LUMO gap: 0.3321 Ha
- LUMO energy: 0.2 eV

Each line ends with the natural charge from an NBO analysis.
Positions of all 25 atoms, in Å:
C (2.278, 1.582, -0.766)  -0.700
C (1.046, 1.575, 0.113)  0.678
O (0.732, 2.503, 0.833)  -0.627
N (0.426, 0.365, 0.192)  -0.618
C (-0.727, 0.192, 1.078)  -0.235
C (-0.352, 0.000, 2.517)  -0.508
S (-1.775, 0.082, 3.672)  -0.070
H (2.431, 2.534, -1.258)  0.241
H (3.144, 1.350, -0.147)  0.233
H (2.203, 0.800, -1.524)  0.203
H (0.836, -0.465, -0.195)  0.392
H (-1.258, 1.121, 0.915)  0.224
H (-1.302, -0.627, 0.666)  0.206
H (0.323, 0.751, 2.905)  0.234
H (-0.007, -1.008, 2.713)  0.218
H (-2.550, 0.923, 2.979)  0.121
O (-0.592, -1.830, -2.559)  -0.952
H (0.213, -1.386, -2.844)  0.473
H (-0.706, -1.646, -1.621)  0.485
O (0.164, -2.669, 0.577)  -0.979
H (-0.449, -3.239, 1.042)  0.495
H (1.054, -3.022, 0.483)  0.490
O (-1.535, 0.759, -2.931)  -0.961
H (-1.665, -0.093, -3.367)  0.488
H (-1.932, 1.448, -3.473)  0.469

Forces on atoms 1 to 3 (eV/Å):
-0.2 -0.4 -0.3
0.8 -0.6 0.7
-0.3 0.3 -0.4



# C4H15NO5

4 unconnected molecules or ions with the total composition C4H15NO5 (ωB97M-V with the def2-TZVPD basis set, the Open Molecules 2025 dataset).

Calculated values
- Spin multiplicity: 2
- Total charge: +1
- HOMO (spin up / spin down): -0.5213 / -0.4918 Ha
- Energy relative to the best compared isomer or geometry (same formula, charge and spin): 6.092 eV
- Expectation value of S²: 0.76
- HOMO-LUMO gap (spin up / spin down): 0.4067 / 0.1135 Ha
- LUMO energy (spin up / spin down): -3.1 / -10.3 eV

Each line ends with the Mulliken spin population.
Positions of all 25 atoms, in Å:
C (-0.791, 2.778, 1.002)  -0.001
O (-2.010, 1.941, 1.192)  0.032
H (-0.897, 3.692, 1.587)  0.002
H (0.166, 2.288, 1.183)  0.009
H (-0.737, 3.204, 0.000)  0.000
H (-2.485, 2.262, 1.961)  -0.002
C (2.029, 0.095, -3.513)  0.002
O (2.799, 0.184, -4.672)  0.087
H (2.607, 0.026, -2.591)  0.016
H (1.403, 0.987, -3.502)  0.009
H (1.491, -0.841, -3.661)  0.008
H (3.013, 1.097, -4.880)  -0.003
C (-0.733, -0.689, -1.170)  0.024
O (-0.514, -0.086, 0.072)  0.652
H (-0.437, -0.041, -1.994)  0.083
H (-0.060, -1.546, -1.184)  -0.002
H (-1.715, -1.127, -1.350)  0.053
H (-1.095, 0.647, 0.288)  -0.005
C (-0.116, -2.503, 2.562)  0.002
N (-0.600, -1.687, 3.662)  0.000
O (-1.039, -0.613, 3.324)  0.036
O (-0.229, -2.059, 4.803)  -0.002
H (0.304, -3.395, 3.027)  -0.001
H (0.580, -1.900, 1.979)  -0.001
H (-0.935, -2.714, 1.874)  0.000

Forces on atoms 1 to 3 (eV/Å):
-1.4 0.9 0.0
2.2 0.4 -1.2
0.3 -0.3 0.5



# C4H15NO5

4 unconnected molecules or ions with the total composition C4H15NO5 (ωB97M-V with the def2-TZVPD basis set, the Open Molecules 2025 dataset).

Calculated values
- Spin multiplicity: 2
- Total charge: +1
- HOMO (spin up / spin down): -0.5309 / -0.5303 Ha
- Energy relative to the best compared isomer or geometry (same formula, charge and spin): 1.274 eV
- Expectation value of S²: 0.76
- HOMO-LUMO gap (spin up / spin down): 0.3832 / 0.1827 Ha
- LUMO energy (spin up / spin down): -4.0 / -9.5 eV

Each line ends with the Mulliken spin population.
Positions of all 25 atoms, in Å:
C (1.203, -0.555, 0.550)  0.088
C (-0.356, -0.643, 0.726)  0.011
C (-0.723, -1.498, 1.914)  0.009
O (-1.052, 0.666, 0.910)  0.009
C (1.704, 0.889, 0.713)  -0.015
N (1.082, 1.833, -0.039)  0.137
O (2.611, 1.172, 1.417)  0.755
H (1.600, -1.176, 1.328)  -0.004
H (1.333, -0.994, -0.420)  0.001
H (-0.750, -0.892, -0.225)  0.009
H (-0.473, -1.014, 2.858)  0.000
H (-1.860, -1.622, 1.969)  0.003
H (-0.104, -2.355, 2.081)  -0.001
H (-0.659, 0.961, 1.720)  -0.001
H (0.198, 1.606, -0.489)  -0.006
H (1.355, 2.794, 0.236)  0.001
H (-1.346, -0.138, -3.130)  0.000
H (-1.573, 0.094, -1.725)  0.000
O (-0.828, 0.054, -2.372)  0.000
H (1.623, -1.366, -2.770)  0.000
H (0.227, -1.235, -2.460)  0.000
O (0.951, -1.878, -2.580)  0.002
H (-2.867, 1.111, 0.081)  0.000
H (-2.995, -0.359, 0.541)  0.000
O (-3.213, 0.311, -0.218)  0.000

Forces on atoms 1 to 3 (eV/Å):
-1.2 0.2 1.2
-0.8 2.1 1.1
-1.5 0.5 0.6



# C4H15NSi2

2 unconnected molecules or ions with the total composition C4H15NSi2 (ωB97M-V with the def2-TZVPD basis set, the Open Molecules 2025 dataset).

Calculated values
- HOMO: -0.3319 Ha
- Energy relative to the best compared isomer or geometry (same formula, charge and spin): 2.871 eV
- HOMO-LUMO gap: 0.3563 Ha
- LUMO energy: 0.7 eV

Each line ends with the natural charge from an NBO analysis.
Positions of all 22 atoms, in Å:
C (2.295, -0.808, -0.440)  -0.629
C (0.793, 1.228, -0.834)  -0.611
C (1.103, 0.556, 1.518)  -0.643
C (1.073, 0.012, 0.123)  -0.421
N (-2.062, -0.740, 0.390)  -1.550
Si (-3.119, 0.196, -0.527)  1.129
Si (-0.420, -1.270, 0.284)  1.372
H (3.111, -0.198, -0.403)  0.210
H (2.372, -1.911, -0.193)  0.230
H (2.140, -0.952, -1.563)  0.219
H (0.450, 1.021, -1.811)  0.216
H (1.822, 1.696, -0.981)  0.201
H (0.171, 1.948, -0.278)  0.212
H (1.168, -0.306, 2.257)  0.210
H (2.004, 1.152, 1.774)  0.220
H (0.139, 1.052, 1.711)  0.217
H (-2.709, -1.131, 1.085)  0.435
H (-3.636, -0.441, -1.630)  -0.203
H (-4.125, 0.683, 0.510)  -0.192
H (-2.743, 1.622, -0.907)  -0.188
H (-0.017, -2.295, 1.264)  -0.188
H (-0.544, -2.431, -1.251)  -0.248

Forces on atoms 1 to 3 (eV/Å):
-3.6 -2.1 -1.9
2.2 0.3 1.9
0.9 -1.4 2.0



# C4H16N2O2

3 unconnected molecules or ions with the total composition C4H16N2O2 (ωB97M-V with the def2-TZVPD basis set, the Open Molecules 2025 dataset).

Calculated values
- Spin multiplicity: 2
- Total charge: +1
- HOMO (spin up / spin down): -0.5612 / -0.5213 Ha
- Energy relative to the best compared isomer or geometry (same formula, charge and spin): 3.150 eV
- Expectation value of S²: 0.76
- HOMO-LUMO gap (spin up / spin down): 0.4521 / 0.2059 Ha
- LUMO energy (spin up / spin down): -3.0 / -8.6 eV

Each line ends with the Mulliken spin population.
Positions of all 24 atoms, in Å:
C (1.374, -1.846, -0.832)  0.043
C (0.551, -0.575, -0.687)  -0.013
C (0.463, -0.085, 0.735)  0.025
C (-0.130, 1.286, 1.059)  -0.012
N (-1.444, 1.540, 0.351)  0.623
N (-0.835, -0.946, -1.129)  0.306
H (2.492, -1.906, -0.802)  0.004
H (1.267, -2.577, -0.083)  -0.002
H (1.215, -2.209, -1.791)  -0.003
H (0.840, 0.226, -1.513)  -0.003
H (1.512, -0.265, 1.088)  0.005
H (-0.190, -0.719, 1.391)  -0.004
H (-0.222, 1.489, 2.203)  0.069
H (0.489, 2.299, 0.910)  0.023
H (-1.790, 0.672, -0.117)  -0.029
H (-1.291, 2.216, -0.286)  -0.015
H (-1.328, -1.703, -0.678)  -0.004
H (-0.878, -1.132, -2.124)  -0.007
H (1.787, 3.164, -1.704)  0.000
H (0.837, 2.567, -0.613)  -0.005
O (1.399, 3.335, -0.792)  0.000
H (-0.765, -1.909, 1.198)  -0.002
H (-2.019, -2.414, 2.019)  0.000
O (-1.343, -2.665, 1.380)  0.000

Forces on atoms 1 to 3 (eV/Å):
2.6 0.6 0.4
-1.4 0.5 -2.0
1.0 -0.3 1.4



# C4H16N6

2 unconnected molecules or ions with the total composition C4H16N6 (ωB97M-V with the def2-TZVPD basis set, the Open Molecules 2025 dataset).

Calculated values
- Total charge: +2
- HOMO: -0.6291 Ha
- Energy relative to the best compared isomer or geometry (same formula, charge and spin): 3.249 eV
- HOMO-LUMO gap: 0.4095 Ha
- LUMO energy: -6.0 eV

Each line ends with the natural charge from an NBO analysis.
Positions of all 26 atoms, in Å:
C (-0.015, 3.081, -1.004)  -0.470
C (-2.241, 2.234, -0.399)  0.694
N (-2.882, 1.414, 0.608)  -0.795
N (-0.981, 2.737, -0.064)  -0.555
N (-2.685, 2.342, -1.681)  -0.770
H (-2.320, 1.022, 1.226)  0.401
H (-3.998, 1.543, 0.618)  0.464
H (-0.769, 2.779, 0.921)  0.426
H (-2.346, 2.825, -2.444)  0.435
H (-3.355, 1.563, -2.129)  0.454
H (-0.430, 3.451, -1.959)  0.233
H (0.896, 2.369, -1.124)  0.226
H (0.392, 4.086, -0.874)  0.255
C (0.594, -2.608, 2.021)  -0.419
C (2.092, -2.303, 0.201)  0.683
N (1.602, -1.828, 1.303)  -0.530
N (3.234, -1.819, -0.393)  -0.806
N (1.230, -3.150, -0.523)  -0.797
H (2.051, -1.121, 1.837)  0.430
H (3.185, -1.964, -1.472)  0.442
H (4.098, -1.463, 0.138)  0.469
H (0.671, -3.781, 0.064)  0.418
H (1.396, -3.428, -1.443)  0.423
H (0.089, -3.364, 1.528)  0.215
H (0.000, -1.816, 2.452)  0.229
H (1.236, -2.987, 2.994)  0.244

Forces on atoms 1 to 3 (eV/Å):
2.9 1.4 -2.5
2.0 -1.4 0.9
-5.3 5.6 -7.5